No. 1
A molecular structure, C44H60BLiN7O2S2 at a distorted geometry, computed with ωB97M-V/def2-TZVPD.

The total charge is -1. The value obtained for the LUMO energy is 2.4 eV.

Positions of all 117 atoms, in Å:
Li -0.3250 -0.4905 -0.2271
C -2.9499 0.2289 -2.3210
C -3.0114 1.7084 -1.9656
C -4.3004 1.9932 -1.1760
C -1.8471 2.2399 -1.1605
C -1.6340 3.6169 -0.9796
C -0.5867 3.7207 -0.0966
C -0.0245 4.9754 0.5063
C 1.3554 5.3298 -0.0633
C -0.9743 6.1584 0.3323
N -0.2000 2.4590 0.2277
N -0.9645 1.5485 -0.4379
B 0.9501 2.0450 1.1932
N 2.0876 1.2868 0.4378
N 1.8570 0.0774 -0.1380
C 3.0268 -0.3872 -0.5587
C 4.0421 0.5446 -0.2730
C 3.4075 1.5932 0.3636
C 4.0937 2.8140 0.9173
C 4.7552 3.6259 -0.2010
C 5.1477 2.3955 1.9493
C 3.2164 -1.7674 -1.1215
C 3.9206 -1.7443 -2.4796
C 4.0270 -2.5969 -0.1186
N 0.4375 1.1564 2.3532
N -0.0590 -0.0799 2.0787
C -0.2719 -0.6820 3.2368
C 0.0686 0.1833 4.2924
C 0.5240 1.3407 3.6995
C 1.0148 2.5224 4.4991
C 0.3150 3.8478 4.1921
C 2.5350 2.6890 4.4326
C -0.8487 -2.0609 3.4149
C -0.3967 -3.0377 2.3339
C -2.3806 -1.9703 3.4709
H -3.8054 -0.0392 -2.9471
H -2.9657 -0.3673 -1.4084
H -2.0284 -0.0256 -2.8439
H -3.0407 2.3032 -2.8843
H -4.3131 1.3835 -0.2691
H -5.1799 1.7430 -1.7764
H -4.3647 3.0431 -0.8852
H -2.1663 4.4220 -1.4624
H 0.0798 4.7964 1.5736
H 1.2511 5.7342 -1.0744
H 1.9936 4.4474 -0.1047
H 1.8461 6.0851 0.5573
H -1.0828 6.4202 -0.7236
H -0.5721 7.0297 0.8551
H -1.9625 5.9369 0.7384
H 1.4123 3.0446 1.6608
H 5.0968 0.4616 -0.4910
H 3.3565 3.4492 1.4075
H 5.5044 3.0185 -0.7154
H 5.2511 4.5093 0.2098
H 4.0206 3.9620 -0.9354
H 5.9702 1.8736 1.4546
H 4.7178 1.7223 2.6901
H 5.5558 3.2695 2.4646
H 2.2369 -2.2217 -1.2381
H 4.8429 -1.1576 -2.4385
H 3.2764 -1.3123 -3.2439
H 4.1695 -2.7631 -2.7875
H 5.0231 -2.1668 0.0203
H 4.1408 -3.6231 -0.4780
H 3.5225 -2.6238 0.8492
H 0.0145 -0.0173 5.3524
H 0.7643 2.2593 5.5287
H 0.7253 4.2912 3.2878
H 0.4712 4.5532 5.0126
H -0.7577 3.7021 4.0535
H 2.8381 3.0130 3.4376
H 3.0329 1.7436 4.6544
H 2.8705 3.4364 5.1579
H -0.4928 -2.4176 4.3871
H -0.6688 -2.6474 1.3576
H -0.8644 -4.0160 2.4752
H 0.6888 -3.1621 2.3450
H -2.7663 -1.7231 2.4783
H -2.6946 -1.1889 4.1673
H -2.8151 -2.9186 3.8007
O -1.9333 -1.6159 -0.1000
N -2.3963 -2.7617 -0.5238
C -3.6972 -3.0412 -0.2831
C -4.2769 -4.2295 -0.6344
C -3.4884 -5.1846 -1.2858
C -2.1767 -4.8903 -1.5558
C -1.5757 -3.6618 -1.1799
S 0.0423 -3.2871 -1.4767
H -4.2347 -2.2496 0.2175
H -5.3156 -4.4127 -0.3988
H -3.9074 -6.1432 -1.5665
H -1.5283 -5.5962 -2.0551
O 0.1817 0.0230 -3.0861
S 0.9775 1.2187 -2.7204
C 2.3934 1.2064 -3.8693
C 2.2784 0.5286 -5.0712
C 3.3569 0.4979 -5.9416
C 4.5402 1.1499 -5.6086
C 4.6460 1.8272 -4.4013
C 3.5692 1.8529 -3.5247
C 0.2457 2.6192 -3.6270
C -0.8014 2.3981 -4.4996
C -1.4010 3.4811 -5.1329
C -0.9611 4.7717 -4.8709
C 0.1034 4.9821 -3.9988
C 0.7157 3.9024 -3.3857
H 1.3476 0.0210 -5.3006
H 3.2801 -0.0350 -6.8812
H 5.3824 1.1259 -6.2903
H 5.5689 2.3314 -4.1403
H 3.6445 2.3538 -2.5660
H -1.1399 1.3807 -4.6676
H -2.2202 3.3182 -5.8227
H -1.4433 5.6159 -5.3493
H 0.4441 5.9901 -3.7936
H 1.5618 4.0492 -2.7214

No. 2
C2H4N2O2 in the gas phase at a distorted geometry, computed with ωB97M-V/def2-TZVPD.

The value obtained for the LUMO energy is 0.7 eV. As for the SMILES: C1=NOCON1.

Positions of all 10 atoms, in Å:
C -0.6421 -0.3578 -1.0412
N -1.2156 0.6302 -0.6043
O -0.6578 1.5062 0.3607
C 0.4261 0.7471 0.8928
O 1.2759 0.0940 -0.0106
N 0.5039 -0.9959 -0.6148
H -0.9900 -1.0408 -2.0565
H -0.1039 0.0125 1.5809
H 0.8309 1.3629 1.5875
H 0.5726 -1.9584 -0.0944

No. 3
2 unconnected molecules or ions with the total composition C6H13NSi at a distorted geometry, computed with ωB97M-V/def2-TZVPD.

The value obtained for the LUMO energy (alpha / beta) is 0.5 / -1.0 eV. Its spin multiplicity is 3. Its expectation value of S² is 2.004.

Positions of all 21 atoms, in Å:
C -0.6305 0.8104 0.6862
C 2.6982 1.3869 1.3307
C 0.4090 -2.0963 -1.7295
C -3.1808 -0.5300 0.5715
C 2.8575 2.6174 0.8647
C -1.0411 -1.4974 -1.7222
N -0.0201 1.3450 1.5976
Si -1.3300 -0.6464 -0.0157
H 0.0376 2.3272 1.6717
H 3.5770 0.7265 1.3959
H 1.6709 1.0103 1.5407
H 1.1223 -1.4071 -1.4210
H 0.4424 -3.0490 -1.2606
H 0.6899 -2.3441 -2.7445
H -3.6880 0.4220 0.6852
H -3.8553 -1.1552 -0.0377
H -3.1775 -1.0771 1.5424
H 3.9175 2.9236 0.6415
H 2.0258 3.2645 0.6857
H -1.6259 -2.3396 -1.8949
H -0.8989 -0.6915 -2.3876